Entry 1:
ORCA calculation (ωB97M-V/def2-TZVPD) on C29H25BrCl2N9O4Sn as an isolated structure.

Positions of all 71 atoms, in Å:
Sn (-0.1385, -0.0382, 0.0953)
Cl (-0.2980, -2.4391, -6.4295)
C (-0.0122, -2.3698, -4.7395)
C (-0.3596, -1.1890, -4.0935)
C (-0.5457, -1.1525, -2.6900)
N (-1.1390, -0.0449, -2.1091)
C (-2.1361, 0.5429, -2.8511)
O (-2.3142, 0.4771, -4.0567)
C (-3.2146, 1.3934, -2.2092)
C (-4.3843, 1.5619, -3.0169)
C (-5.3942, 2.3085, -2.4778)
C (-5.1931, 2.9834, -1.3033)
C (-4.0389, 2.7332, -0.5841)
N (-3.0006, 1.9754, -1.0220)
C (-0.1492, -2.2938, -1.9087)
C (0.3066, -3.4233, -2.5791)
C (0.3869, -3.4702, -3.9494)
Cl (1.3379, -4.6663, -4.7041)
N (-0.2605, -2.1761, -0.5363)
C (-0.9801, -3.1331, 0.1448)
O (-1.0608, -4.3687, -0.0839)
C (-1.8384, -2.4375, 1.1478)
C (-2.6549, -3.0983, 2.0859)
C (-3.5083, -2.3839, 2.9270)
C (-3.4642, -0.9517, 2.9039)
C (-2.5837, -0.3468, 1.9615)
N (-1.8402, -1.0870, 1.1052)
H (-0.5908, -0.2843, -4.6914)
H (-4.3525, 1.0418, -3.9859)
H (-6.3462, 2.3866, -3.0059)
H (-5.8433, 3.7925, -0.9009)
H (-3.9654, 3.2367, 0.3940)
H (0.6326, -4.3008, -1.9936)
H (-2.3631, -4.1269, 2.1643)
H (-4.2498, -2.9754, 3.4523)
H (-4.0980, -0.3100, 3.5835)
H (-2.4997, 0.7909, 1.9436)
C (4.3323, 0.8056, -2.0938)
N (3.5306, 1.9065, -1.5796)
C (4.0571, 3.2245, -1.7888)
C (2.3282, 1.6092, -1.0505)
N (1.8123, 0.4222, -0.8829)
N (1.7724, 2.7024, -0.4311)
C (0.5829, 2.8775, 0.2448)
N (0.3744, 4.0003, 0.9690)
N (-0.4203, 2.0871, -0.0630)
H (4.8751, 0.2947, -1.2310)
H (5.1056, 1.0764, -2.8835)
H (3.7097, 0.0336, -2.6161)
H (4.1037, 3.6797, -0.8410)
H (3.4231, 3.8720, -2.4096)
H (5.0606, 3.2023, -2.2481)
H (2.2489, -0.4422, -1.2347)
H (2.3767, 3.5315, -0.4096)
H (1.0778, 4.3647, 1.5312)
H (-0.5656, 4.0574, 1.4350)
H (-1.4328, 2.3287, 0.0207)
Br (4.7953, -3.1257, 6.4243)
C (3.3728, -2.2825, 5.5105)
C (2.6213, -2.9139, 4.4545)
C (1.9716, -2.1269, 3.5450)
C (1.9516, -0.7342, 3.6565)
C (2.5349, -0.1200, 4.8254)
C (3.2234, -0.8997, 5.7457)
C (1.2766, 0.0675, 2.5567)
O (1.1471, 1.3026, 2.5048)
O (0.8021, -0.7644, 1.6286)
H (2.6105, -3.9844, 4.3107)
H (1.3765, -2.6242, 2.8387)
H (2.5077, 1.0256, 4.8651)
H (3.6101, -0.6107, 6.7087)

Computed properties:
- Gap between HOMO and LUMO: 5.85 eV
- Total charge: +1
- HOMO energy: -9.41 eV

Mulliken atomic charge list, values in e, 5 entries:
1. Sn 0.834
2. Cl -0.207
3. C 0.159
4. C -1.026
5. C 0.372

Entry 2:
ORCA calculation (ωB97M-V/def2-TZVPD) on C29H25BrCuN2P2 as an isolated structure.

Positions of all 60 atoms, in Å:
Cu (-1.1850, -0.7544, 1.0629)
N (1.1769, -0.4173, -0.6613)
P (0.9949, -0.1181, 1.0217)
C (2.3770, -0.9971, 1.7851)
C (3.5969, -1.1765, 1.1326)
C (4.6336, -1.8367, 1.7710)
C (4.4637, -2.3103, 3.0658)
C (3.2548, -2.1311, 3.7206)
C (2.2103, -1.4813, 3.0796)
C (1.3387, 1.6482, 1.1909)
C (0.3827, 2.4592, 1.7905)
C (0.5952, 3.8273, 1.8963)
C (1.7643, 4.3819, 1.4014)
C (2.7236, 3.5740, 0.7993)
C (2.5124, 2.2115, 0.6927)
P (-0.4458, -0.4411, -1.2881)
C (-0.2379, -1.3129, -2.8637)
C (-1.3033, -2.0814, -3.3242)
C (-1.2107, -2.7482, -4.5375)
C (-0.0480, -2.6604, -5.2873)
C (1.0219, -1.9013, -4.8292)
C (0.9282, -1.2248, -3.6245)
C (-0.7040, 1.3066, -1.7057)
C (-1.9499, 1.8570, -1.4225)
C (-2.2019, 3.1971, -1.6840)
C (-1.1988, 3.9920, -2.2152)
C (0.0518, 3.4490, -2.4912)
C (0.2994, 2.1109, -2.2408)
H (1.7416, -1.2217, -0.9099)
H (3.7442, -0.7997, 0.1271)
H (5.5766, -1.9783, 1.2602)
H (5.2762, -2.8228, 3.5633)
H (3.1223, -2.5033, 4.7276)
H (1.2604, -1.3511, 3.5856)
H (-0.5344, 2.0209, 2.1694)
H (-0.1520, 4.4565, 2.3613)
H (1.9325, 5.4477, 1.4821)
H (3.6348, 4.0117, 0.4133)
H (3.2542, 1.5847, 0.2127)
H (-2.2063, -2.1619, -2.7298)
H (-2.0423, -3.3421, -4.8922)
H (0.0276, -3.1854, -6.2301)
H (1.9287, -1.8332, -5.4153)
H (1.7620, -0.6235, -3.2824)
H (-2.7284, 1.2299, -0.9994)
H (-3.1744, 3.6194, -1.4681)
H (-1.3866, 5.0389, -2.4140)
H (0.8337, 4.0755, -2.9000)
H (1.2798, 1.6942, -2.4363)
Br (-4.2557, -4.8864, 3.5205)
C (-4.1856, -3.1222, 2.8780)
C (-5.2958, -2.2965, 2.9325)
C (-5.1768, -1.0061, 2.4429)
C (-3.9676, -0.5927, 1.9188)
N (-2.8971, -1.3951, 1.8687)
C (-3.0039, -2.6396, 2.3433)
H (-6.2272, -2.6558, 3.3475)
H (-6.0150, -0.3247, 2.4663)
H (-3.8425, 0.4078, 1.5261)
H (-2.1238, -3.2667, 2.2948)

Computed properties:
- Gap between HOMO and LUMO: 8.53 eV
- Total charge: +1
- HOMO energy: -11.07 eV

natural (NBO) atomic charge list, values in e, 5 entries:
1. Cu 0.666
2. N -1.259
3. P 0.983
4. C -0.301
5. C -0.235

Entry 3:
ORCA calculation (ωB97M-V/def2-TZVPD) on C29H25ClIN6O6Ti as an isolated structure.

Positions of all 69 atoms, in Å:
Ti (0.5692, -0.1404, 1.2255)
C (1.2705, -4.4576, -0.1908)
C (-0.0898, -3.8827, -0.4626)
N (-0.9135, -4.5880, -1.2575)
C (-2.0992, -4.0263, -1.5465)
C (-2.5432, -2.8292, -1.0358)
C (-3.8371, -2.2336, -1.4879)
O (-3.6286, -1.0699, -2.3156)
C (-1.7170, -2.1121, -0.1340)
C (-2.2085, -0.9609, 0.5556)
N (-1.4721, -0.3577, 1.5215)
C (-2.0303, 0.4175, 2.5308)
C (-2.9515, 1.4428, 2.3293)
C (-3.3935, 2.2318, 3.3862)
C (-2.9371, 2.0089, 4.6749)
C (-2.0544, 0.9581, 4.9125)
C (-1.6230, 0.1694, 3.8622)
I (-0.4726, -1.5318, 4.2562)
C (-0.4183, -2.6434, 0.0711)
O (0.5241, -1.9600, 0.7527)
H (1.4229, -5.3297, -0.8248)
H (1.3784, -4.7544, 0.8561)
H (2.0527, -3.7211, -0.3813)
H (-2.7405, -4.5735, -2.2344)
H (-4.4763, -1.9717, -0.6414)
H (-4.3848, -2.9432, -2.1055)
H (-3.0270, -0.4882, -1.8323)
H (-3.2579, -0.6938, 0.4670)
H (-3.2922, 1.6448, 1.3196)
H (-4.0920, 3.0367, 3.1908)
H (-3.2705, 2.6322, 5.4957)
H (-1.7168, 0.7429, 5.9181)
O (5.7855, 1.3432, 3.2411)
C (5.9562, 0.7467, 2.0696)
O (7.0417, 0.5851, 1.5729)
C (4.7207, 0.2748, 1.3728)
C (4.7207, -0.3990, 0.1593)
N (3.4382, -0.6427, -0.1427)
N (2.6327, -0.1768, 0.7863)
C (3.3681, 0.3717, 1.7081)
C (2.5877, 0.9138, 2.9168)
O (3.1999, 1.4373, 3.8335)
O (1.3268, 0.7383, 2.8223)
H (4.8273, 1.4160, 3.4902)
H (5.5393, -0.6908, -0.4772)
H (2.9982, -1.0926, -0.9425)
Cl (2.1792, 3.7993, -1.3030)
C (0.5508, 3.2795, -1.7340)
C (0.0510, 3.7585, -2.9381)
C (-1.2074, 3.3766, -3.3681)
C (-1.9519, 2.5172, -2.5623)
C (-1.4365, 2.0717, -1.3555)
C (-0.1609, 2.4313, -0.8832)
C (0.3196, 1.9489, 0.4338)
H (0.6622, 4.4275, -3.5308)
H (-1.6003, 3.7463, -4.3075)
H (-2.9405, 2.1966, -2.8731)
H (-2.0233, 1.4041, -0.7309)
H (-0.4121, 2.2171, 1.2037)
H (1.2575, 2.4387, 0.6915)
N (0.0253, -0.5522, -3.9922)
C (1.0136, 0.4124, -3.9861)
C (1.5976, 0.3079, -2.7659)
N (0.9935, -0.7005, -2.0244)
C (0.0605, -1.1946, -2.8037)
H (-0.6425, -0.7257, -4.7221)
H (1.1676, 1.0911, -4.8080)
H (2.3914, 0.9205, -2.3604)
H (-0.6076, -2.0131, -2.5656)

Computed properties:
- Expectation value of S²: 2.028
- Gap between HOMO and LUMO (spin up / spin down): 5.55 / 7.64 eV
- Total charge: -1
- HOMO energy (spin up / spin down): -3.15 / -5.24 eV
- Spin multiplicity: 3

natural (NBO) atomic charge list, values in e, 5 entries:
1. Ti 1.676
2. C -0.632
3. C 0.151
4. N -0.473
5. C 0.003

Calculated F_max in order - 4.847 0.131 1.693 eV Å⁻¹
Calculated E in order - -5622.37512 -6126.66463 -3507.65658 Ha
Calculated energy above the lowest of the compared OMol25 structures with the same formula, charge and spin in order - 13.3 0.0 16.6 kcal per mole